1.
A 2-piece molecular cluster, C4H9O3 overall. Source: the OMol25 dataset; level of theory: wB97M-V/def2-TZVPD.

The geometry in XYZ format:
```
16
Properties=species:S:1:pos:R:3
O 1.508 0.799 -1.579
C 1.168 1.920 -1.063
O 0.301 2.053 -0.137
H 1.662 2.853 -1.403
C -0.844 -0.746 -0.651
O -0.212 -1.183 -1.830
C 0.063 -0.993 0.585
C -0.471 -0.217 1.775
H -1.100 0.319 -0.614
H -1.769 -1.276 -0.546
H 0.473 -0.461 -1.925
H 0.019 -2.083 0.816
H 1.075 -0.755 0.326
H -1.493 -0.622 1.973
H 0.143 -0.453 2.671
H -0.523 0.845 1.603
```

Summary:
charge	-1
LUMO energy	4.34	eV
calculated total energy	-10437.8694	eV
spin multiplicity	1
relative energy (zero: lowest compared OMol25 entry of this formula, charge and spin)	57.5	kJ/mol

2.
A 2-piece molecular cluster, C4H9O3 overall. Source: the OMol25 dataset; level of theory: wB97M-V/def2-TZVPD.

The geometry in XYZ format:
```
16
Properties=species:S:1:pos:R:3
O -0.460 2.464 -1.289
C 0.035 1.958 -2.249
O 1.378 2.082 -2.584
H -0.524 1.348 -3.009
H 1.534 2.017 -3.520
C -0.317 -2.176 1.133
O -0.321 -2.197 2.446
C 0.274 -0.820 0.629
C -0.356 0.286 1.445
H -1.396 -2.224 0.747
H 0.296 -3.011 0.732
H 0.035 -0.565 -0.421
H 1.347 -0.881 0.787
H 0.053 1.337 1.248
H -0.120 0.037 2.525
H -1.458 0.347 1.379
```

Summary:
charge	-1
LUMO energy	2.61	eV
calculated total energy	-10435.1552	eV
spin multiplicity	1
relative energy (zero: lowest compared OMol25 entry of this formula, charge and spin)	319.4	kJ/mol

3.
A 2-piece molecular cluster, C4H9O3 overall. Source: the OMol25 dataset; level of theory: wB97M-V/def2-TZVPD.

The geometry in XYZ format:
```
16
Properties=species:S:1:pos:R:3
C -1.524 0.017 -0.496
C -1.905 1.762 -2.038
C -0.989 -1.329 1.465
C 2.576 -0.916 0.594
O -1.630 1.260 -0.723
O -1.281 -0.499 0.585
O 1.753 0.169 0.998
H -2.351 1.002 -2.677
H -0.969 2.119 -2.471
H -2.583 2.605 -1.909
H 0.054 -1.583 1.633
H 2.286 0.769 1.530
H -1.772 -1.754 2.085
H 2.806 -1.576 1.436
H 2.020 -1.475 -0.160
H 3.510 -0.571 0.149
```

Summary:
charge	+1
LUMO energy (spin up / spin down)	-5.81 / -6.07	eV
calculated total energy	-10423.5730	eV
spin multiplicity	1
relative energy (zero: lowest compared OMol25 entry of this formula, charge and spin)	357.2	kJ/mol

4.
A 2-piece molecular cluster, C4H9O4 overall. Source: the OMol25 dataset; level of theory: wB97M-V/def2-TZVPD.

The geometry in XYZ format:
```
17
Properties=species:S:1:pos:R:3
O 2.644 -0.385 1.103
C 1.408 -0.266 0.826
O 0.526 -1.012 1.459
C 0.934 0.494 -0.303
C 0.017 -0.321 -1.185
C -1.078 0.651 -1.693
O -1.595 1.501 -0.710
H 0.547 1.572 0.046
H 1.671 0.991 -0.961
H 0.517 -0.517 -2.125
H -0.475 -1.334 -0.921
H -0.753 1.312 -2.380
H -1.900 0.013 -2.175
H -1.965 0.915 -0.021
H -2.066 -1.531 0.514
H -0.851 -0.594 1.154
O -1.876 -0.625 0.773
```

Summary:
charge	-1
LUMO energy	3.83	eV
calculated total energy	-12484.4561	eV
spin multiplicity	1
relative energy (zero: lowest compared OMol25 entry of this formula, charge and spin)	189.5	kJ/mol

5.
C4H9OP3 as an isolated structure. Source: the OMol25 dataset; level of theory: wB97M-V/def2-TZVPD.

The geometry in XYZ format:
```
17
Properties=species:S:1:pos:R:3
C -3.855 -0.698 -0.825
C 2.266 0.222 -0.207
C 1.197 0.791 0.689
C -0.268 0.929 0.053
O -1.263 1.055 1.116
P -3.273 0.804 -1.191
P -3.126 -1.408 0.590
P -2.792 0.779 0.973
H -4.524 -1.433 -1.817
H 3.098 0.112 0.381
H 1.944 -0.753 -0.452
H 2.428 0.622 -1.122
H 1.293 1.844 1.093
H 1.078 0.162 1.619
H -0.128 1.842 -0.385
H -0.452 0.175 -0.753
H -4.406 -1.366 1.064
```

Summary:
LUMO energy	0.07	eV
calculated total energy	-34204.2040	eV
spin multiplicity	1
relative energy (zero: lowest compared OMol25 entry of this formula, charge and spin)	108.1	kJ/mol

6.
An isolated ion of composition C4H9OS and charge -1. Source: the OMol25 dataset; level of theory: wB97M-V/def2-TZVPD.

The geometry in XYZ format:
```
15
Properties=species:S:1:pos:R:3
O 1.716 1.607 2.442
C 1.441 1.800 1.145
C 0.074 1.128 0.703
C 0.287 -0.087 -0.159
C -0.961 -1.023 -0.185
S -1.157 -1.670 -1.855
H 2.187 1.285 0.482
H 1.369 2.873 0.843
H -0.362 0.772 1.647
H -0.618 1.848 0.236
H 0.568 0.020 -1.212
H 1.071 -0.699 0.240
H -1.846 -0.441 0.090
H -0.894 -1.774 0.591
H -2.298 -2.338 -1.776
```

Summary:
charge	-1
LUMO energy	2.92	eV
calculated total energy	-17175.8158	eV
spin multiplicity	1
relative energy (zero: lowest compared OMol25 entry of this formula, charge and spin)	151.0	kJ/mol
SMILES string	[O-]CCCCS

7.
A 2-piece molecular cluster, C4H9P overall. Source: the OMol25 dataset; level of theory: wB97M-V/def2-TZVPD.

The geometry in XYZ format:
```
14
Properties=species:S:1:pos:R:3
C -0.133 -2.108 -1.345
C 0.093 -0.925 -0.799
C 0.749 0.292 1.618
C -1.124 1.501 -0.204
P -0.678 -0.110 0.566
H 0.215 -2.333 -2.455
H -0.722 -2.980 -0.811
H 2.169 -0.059 -1.466
H 1.631 0.239 1.037
H 0.913 -0.386 2.538
H 0.734 1.317 2.087
H -1.961 1.417 -0.893
H -0.259 2.138 -0.525
H -1.628 1.996 0.651
```

Summary:
LUMO energy (spin up / spin down)	-0.40 / -0.30	eV
calculated total energy	-13576.9464	eV
spin multiplicity	1
relative energy (zero: lowest compared OMol25 entry of this formula, charge and spin)	420.0	kJ/mol

8.
An isolated ion of composition C4HBrNO3S and charge -1. Source: the OMol25 dataset; level of theory: wB97M-V/def2-TZVPD.

The geometry in XYZ format:
```
11
Properties=species:S:1:pos:R:3
C -0.606 -1.604 -0.208
C -0.542 -0.430 0.682
C 0.402 0.451 0.276
C 0.144 1.925 0.333
N 0.275 -1.668 -1.134
O -0.309 2.123 -0.830
O 0.251 2.634 1.348
O 2.448 -0.435 -1.034
S 1.019 -0.142 -1.303
Br -1.872 -0.371 2.015
H -1.212 -2.484 -0.145
```

Summary:
charge	-1
LUMO energy	2.94	eV
calculated total energy	-92674.1454	eV
spin multiplicity	1

9.
C4HBrO2 in the gas phase. Source: the OMol25 dataset; level of theory: wB97M-V/def2-TZVPD.

The geometry in XYZ format:
```
8
Properties=species:S:1:pos:R:3
O -1.732 2.417 0.173
C -1.294 1.367 -0.034
C -0.994 0.108 -0.136
C 0.323 -0.413 -0.364
C 1.482 -0.708 0.202
Br 3.293 -0.394 0.292
O 0.861 -1.907 -0.059
H -1.939 -0.469 -0.074
```

Summary:
LUMO energy (spin up / spin down)	-0.17 / -0.17	eV
calculated total energy	-78295.8906	eV
spin multiplicity	1
relative energy (zero: lowest compared OMol25 entry of this formula, charge and spin)	302.0	kJ/mol
SMILES string	O=C=CC1=C(Br)O1

10.
C4HI3O3 as an isolated structure. Source: the OMol25 dataset; level of theory: wB97M-V/def2-TZVPD.

The geometry in XYZ format:
```
11
Properties=species:S:1:pos:R:3
C -1.164 -0.971 0.459
C -0.068 -0.235 0.317
C 0.113 -1.916 -1.059
C 0.656 2.139 0.513
O 0.537 -2.646 -1.895
O -1.037 -2.067 -0.381
O 0.731 -0.780 -0.632
I -0.423 2.741 2.199
I 2.705 1.852 0.741
I -0.021 2.796 -1.345
H -2.030 -0.913 1.083
```

Summary:
LUMO energy (spin up / spin down)	-1.98 / -1.98	eV
calculated total energy	-34603.7994	eV
spin multiplicity	1

11.
A 2-piece molecular cluster, C4HN2P overall. Source: the OMol25 dataset; level of theory: wB97M-V/def2-TZVPD.

The geometry in XYZ format:
```
8
Properties=species:S:1:pos:R:3
C -1.207 1.086 -1.144
C 0.712 -0.257 1.884
C -0.548 -0.085 -0.756
C 0.692 -0.549 -0.312
N -1.745 2.025 -1.472
N 0.918 -0.144 2.996
P -0.538 -1.800 -0.774
H 1.717 -0.274 -0.422
```

Summary:
LUMO energy	-2.64	eV
calculated total energy	-16427.4478	eV
spin multiplicity	1
relative energy (zero: lowest compared OMol25 entry of this formula, charge and spin)	231.0	kJ/mol

12.
A 2-piece molecular cluster, C4HN2S3 overall. Source: the OMol25 dataset; level of theory: wB97M-V/def2-TZVPD.

The geometry in XYZ format:
```
10
Properties=species:S:1:pos:R:3
C -0.062 1.187 -1.939
C -0.085 1.112 -0.601
C -0.127 1.372 0.604
C 0.251 -1.631 -0.441
N 0.138 1.328 -3.070
N 0.608 -1.486 0.666
S -1.133 -0.223 2.934
S 0.094 -2.122 -1.936
S -0.121 1.410 2.262
H 0.436 -0.947 1.520
```

Summary:
charge	-1
LUMO energy	3.18	eV
calculated total energy	-39649.6240	eV
spin multiplicity	1
relative energy (zero: lowest compared OMol25 entry of this formula, charge and spin)	2.3	kJ/mol

13.
C4N2 in the gas phase. Source: the OMol25 dataset; level of theory: wB97M-V/def2-TZVPD.

The geometry in XYZ format:
```
6
Properties=species:S:1:pos:R:3
N -1.355 1.834 2.038
C -0.920 0.936 1.449
C -0.341 0.005 0.608
C 0.228 -0.566 -0.289
C 0.906 -0.991 -1.413
N 1.481 -1.219 -2.394
```

Summary:
LUMO energy	-1.10	eV
calculated total energy	-7124.8464	eV
spin multiplicity	1
relative energy (zero: lowest compared OMol25 entry of this formula, charge and spin)	13.6	kJ/mol
SMILES string	N#CC#CC#N

14.
A 13-piece molecular cluster, C50H100Cl2O36 overall. Source: the OMol25 dataset; level of theory: wB97M-V/def2-TZVPD.

The geometry in XYZ format:
```
188
Properties=species:S:1:pos:R:3
Cl 15.281 -12.226 -0.862
C 15.571 -12.366 0.882
C 15.080 -11.177 1.645
Cl 15.975 -9.678 1.263
H 16.616 -12.604 1.099
H 15.156 -13.320 1.219
H 15.114 -11.326 2.723
H 14.024 -11.013 1.428
C 17.259 -10.992 7.571
C 15.979 -10.173 7.746
O 16.263 -8.786 7.584
C 16.047 -8.234 6.408
O 15.526 -8.752 5.479
O 16.388 -6.963 6.497
C 16.096 -6.128 5.377
H 17.101 -12.021 7.879
H 18.069 -10.534 8.141
H 17.606 -10.897 6.537
H 15.726 -10.345 8.793
H 15.174 -10.471 7.082
H 16.486 -6.444 4.414
H 16.496 -5.156 5.652
H 15.019 -5.951 5.275
C 14.028 -4.363 -0.139
C 13.179 -5.582 0.122
O 13.025 -6.434 -1.001
C 12.161 -6.043 -1.917
O 11.348 -5.172 -1.799
O 12.348 -6.767 -3.001
C 11.507 -6.461 -4.127
H 13.638 -3.697 -0.899
H 15.016 -4.676 -0.494
H 14.238 -3.940 0.843
H 12.209 -5.265 0.513
H 13.575 -6.221 0.908
H 10.479 -6.754 -3.915
H 11.877 -7.062 -4.952
H 11.611 -5.397 -4.333
C 11.855 -0.290 6.750
C 13.187 -0.114 7.421
O 13.878 -1.327 7.677
C 15.101 -1.275 8.181
O 15.731 -0.275 8.272
O 15.491 -2.510 8.426
C 16.750 -2.654 9.082
H 11.269 0.616 6.880
H 11.327 -1.089 7.275
H 11.954 -0.579 5.704
H 13.068 0.462 8.346
H 13.885 0.580 6.932
H 17.554 -2.535 8.352
H 16.835 -3.677 9.440
H 16.924 -1.988 9.922
C 11.109 -12.341 -4.083
C 11.440 -12.166 -2.597
O 11.100 -10.824 -2.257
C 11.355 -10.473 -1.013
O 11.929 -11.171 -0.239
O 11.021 -9.212 -0.869
C 11.225 -8.704 0.425
H 10.652 -13.317 -4.247
H 11.958 -12.378 -4.773
H 10.495 -11.501 -4.402
H 12.493 -12.294 -2.360
H 10.780 -12.879 -2.104
H 11.469 -9.360 1.264
H 10.359 -8.126 0.724
H 12.145 -8.118 0.414
C 15.484 -2.497 4.730
C 16.303 -2.544 3.458
O 16.969 -3.829 3.437
C 17.363 -4.302 2.257
O 17.306 -3.702 1.245
O 17.866 -5.482 2.511
C 18.444 -6.190 1.441
H 14.702 -3.255 4.657
H 15.086 -1.503 4.926
H 16.089 -2.785 5.593
H 17.180 -1.888 3.469
H 15.666 -2.332 2.600
H 17.816 -6.003 0.561
H 18.400 -7.258 1.623
H 19.438 -5.953 1.059
C 15.376 -6.088 9.317
C 15.149 -5.652 10.781
O 14.382 -6.542 11.535
C 14.962 -7.633 12.048
O 16.154 -7.831 12.051
O 14.016 -8.373 12.592
C 14.307 -9.338 13.597
H 16.310 -6.632 9.196
H 15.457 -5.209 8.680
H 14.523 -6.698 9.012
H 14.769 -4.635 10.702
H 16.139 -5.563 11.241
H 15.182 -9.920 13.314
H 13.439 -9.929 13.846
H 14.589 -8.750 14.477
C 12.078 -8.625 8.081
C 11.060 -7.601 8.502
O 10.437 -7.825 9.765
C 10.704 -6.964 10.724
O 11.056 -5.836 10.597
O 10.391 -7.528 11.882
C 10.515 -6.720 13.029
H 12.262 -8.373 7.030
H 11.748 -9.663 8.073
H 13.040 -8.503 8.576
H 10.284 -7.469 7.750
H 11.550 -6.626 8.558
H 10.090 -7.211 13.898
H 9.950 -5.790 12.915
H 11.550 -6.440 13.219
C 9.831 -10.055 5.421
C 8.584 -9.318 5.882
O 7.749 -9.170 4.708
C 7.613 -8.073 3.994
O 6.872 -7.980 3.094
O 8.470 -7.135 4.408
C 8.457 -5.842 3.776
H 10.343 -9.591 4.586
H 9.464 -11.050 5.159
H 10.513 -10.179 6.265
H 8.746 -8.276 6.156
H 8.097 -9.879 6.673
H 7.446 -5.541 3.489
H 9.071 -5.880 2.877
H 8.772 -5.166 4.568
C 10.526 -2.934 2.716
C 11.296 -2.141 1.686
O 12.185 -1.290 2.478
C 13.267 -0.830 1.910
O 13.674 -1.057 0.826
O 13.843 -0.041 2.790
C 15.084 0.499 2.407
H 9.720 -3.527 2.283
H 10.090 -2.182 3.373
H 11.170 -3.642 3.235
H 10.671 -1.387 1.199
H 11.837 -2.735 0.953
H 15.430 1.300 3.052
H 14.927 1.002 1.445
H 15.863 -0.239 2.244
C 12.801 -4.150 6.960
C 11.682 -4.822 6.177
O 11.994 -6.211 5.919
C 12.558 -6.492 4.752
O 12.856 -5.733 3.894
O 12.733 -7.799 4.742
C 13.256 -8.394 3.532
H 12.915 -4.608 7.942
H 12.590 -3.085 7.078
H 13.778 -4.163 6.470
H 11.428 -4.301 5.260
H 10.850 -4.920 6.870
H 14.332 -8.409 3.666
H 12.958 -7.830 2.650
H 12.765 -9.362 3.484
C 13.778 2.104 10.208
C 12.798 1.718 11.306
O 12.007 0.595 10.871
C 12.411 -0.669 10.975
O 13.487 -1.069 11.360
O 11.447 -1.439 10.466
C 11.701 -2.827 10.236
H 14.234 1.189 9.837
H 14.583 2.660 10.692
H 13.332 2.686 9.407
H 12.011 2.459 11.437
H 13.287 1.524 12.258
H 12.004 -3.291 11.178
H 12.542 -2.904 9.544
H 10.826 -3.373 9.906
C 7.612 -1.216 5.259
C 8.931 -1.473 5.976
O 8.711 -1.877 7.333
C 8.569 -3.164 7.531
O 8.577 -4.044 6.694
O 8.232 -3.368 8.780
C 7.816 -4.644 9.230
H 7.023 -2.133 5.275
H 7.909 -1.064 4.213
H 7.054 -0.340 5.564
H 9.453 -0.518 6.005
H 9.621 -2.138 5.458
H 7.124 -5.035 8.464
H 7.317 -4.731 10.181
H 8.659 -5.319 9.045
```

Summary:
LUMO energy	0.53	eV
calculated total energy	-152227.1553	eV
spin multiplicity	1